# 1
The following is a quantum chemistry calculation of a cluster of 2 separate species, C3H9N in total at a distorted geometry, from OMol25.

Summary:
Gap between HOMO and LUMO (spin up / spin down) = 2.527 / 9.649 eV
Spin multiplicity = 2
LUMO energy (spin up / spin down) = 3.972 / 3.940 eV
<S²> = 0.75
Charge = -1

Structure (XYZ):
```
13
Properties=species:S:1:pos:R:3:forces:R:3:lowdin_spin:R:1
C -0.21972 -2.30386 2.19641 -1.03 -0.19 -0.05 0.06
C -0.71390 -1.45767 1.01963 0.95 0.07 0.20 0.16
H -0.38463 -3.37112 2.00150 0.21 0.10 -0.01 0.01
H -0.83047 -2.07052 3.07858 0.31 0.01 0.05 0.01
H 0.82751 -2.13362 2.41555 0.18 0.04 0.05 0.01
H -1.77736 -1.59665 0.83154 0.04 0.07 -0.10 0.02
H -0.47660 -0.40786 1.19197 -0.41 0.16 0.13 0.04
H -0.11804 -1.66416 0.13200 -0.26 -0.28 -0.28 0.05
C 0.71025 2.58968 -2.60955 -0.01 0.39 0.07 0.37
N 0.33003 3.75688 -2.24413 -0.49 0.25 -0.20 0.10
H -0.01849 1.79688 -2.46203 0.31 -0.36 0.03 0.07
H 1.69309 2.36350 -3.05306 -0.29 -0.04 0.00 0.08
H 0.97835 4.49854 -2.49840 0.47 -0.22 0.10 0.02
```
Forces are in eV/Å.


# 2
The following is a quantum chemistry calculation of the molecule C6H7FS at a distorted geometry, from OMol25.

Summary:
Gap between HOMO and LUMO = 9.663 eV
LUMO energy = 0.772 eV

Structure (XYZ):
```
15
Properties=species:S:1:pos:R:3:forces:R:3:mulliken_charge:R:1
C -0.15668 1.33314 1.19282 0.41 2.42 2.31 -1.49
C 0.48556 0.70854 -0.05612 -0.47 2.06 0.41 1.15
C 1.87675 -0.00936 0.10818 -2.56 -0.85 -2.04 -0.88
C -0.29630 -0.44388 -0.56525 -1.48 -0.08 -3.10 0.17
C -1.70902 -0.49091 -0.44204 -5.21 0.79 3.97 -0.76
C -2.82863 -0.35237 0.10910 -0.09 1.19 -1.66 -0.13
H 0.44754 2.26085 1.54784 -0.63 -1.40 -1.05 0.33
H -1.20351 1.74860 1.11331 1.14 -0.68 -0.87 0.34
H -0.22753 0.80101 2.16113 0.39 -0.71 -0.92 0.36
H 2.32984 0.18400 1.04615 1.00 0.28 0.38 0.39
H 2.44434 -0.06539 -0.88506 -0.47 0.42 1.83 0.32
H -0.18308 -0.67806 -1.61877 0.72 0.90 -0.67 0.40
H -3.96507 0.06203 0.35857 3.80 -1.72 -0.84 0.31
F 0.44950 1.72617 -1.00090 0.58 0.41 -0.27 -0.35
S 0.75512 -1.51998 0.20030 2.88 -3.03 2.49 -0.16
```
Forces are in eV/Å.


# 3
The following is a quantum chemistry calculation of the molecule C10H17NSi2 at a distorted geometry, from OMol25.

Summary:
Gap between HOMO and LUMO (spin up / spin down) = 5.620 / 5.354 eV
Spin multiplicity = 3
LUMO energy (spin up / spin down) = 0.504 / -2.985 eV
<S²> = 2.01

Structure (XYZ):
```
30
Properties=species:S:1:pos:R:3:forces:R:3:lowdin_spin:R:1
C 0.90269 -1.16516 -2.89572 -3.04 -2.91 -2.21 0.23
C -0.41549 -1.56220 -2.80083 5.11 1.63 -0.10 0.18
C 1.41611 -0.28023 -1.97365 -0.70 0.86 -0.01 0.49
C -1.20105 -0.90092 -1.86326 -6.02 -1.83 -0.32 0.55
C 0.59978 0.16951 -0.94669 0.77 1.81 3.78 0.14
C -0.68867 -0.19503 -0.76995 1.04 1.47 2.23 0.24
C 3.04336 -0.28803 1.15889 -1.56 2.01 -1.68 0.01
C 2.16973 2.65592 0.64788 1.44 -2.59 -0.65 0.00
C -3.27304 0.90673 0.71552 0.09 0.55 0.59 0.01
C -2.18264 -1.72283 1.47020 1.95 1.40 0.23 0.01
N -0.58950 0.97474 1.95099 2.59 -0.14 -1.30 0.02
Si 1.64553 0.85520 0.47278 -2.37 0.13 2.60 0.01
Si -1.61577 0.05139 0.93667 0.41 -1.09 0.86 0.02
H 1.56919 -1.47962 -3.67112 0.00 -0.57 -0.47 0.01
H -0.77821 -2.22291 -3.46684 -1.41 -2.12 -2.09 0.00
H 2.39178 -0.03133 -2.07292 2.97 0.97 -0.01 0.04
H -2.31843 -1.23132 -1.84723 1.91 0.95 -0.08 0.02
H 3.98190 0.15008 0.92033 0.92 0.34 -0.68 0.00
H 3.11370 -0.48436 2.17108 -0.51 -0.33 2.19 0.00
H 2.85188 -1.15597 0.61753 0.22 -1.91 -0.80 0.00
H 2.97612 2.76966 1.38015 -0.22 0.06 -0.28 0.00
H 2.51141 2.79566 -0.37120 0.39 0.82 -0.25 0.00
H 1.32814 3.20919 0.85572 -1.77 1.50 0.41 0.00
H -3.00786 1.81965 1.27545 -0.65 0.05 -0.20 0.00
H -3.52922 1.17898 -0.28509 0.09 0.39 -0.86 0.00
H -4.21196 0.46826 1.11149 0.91 -0.06 0.19 0.00
H -1.30684 -2.25742 1.87674 -0.55 -0.14 -0.21 0.00
H -2.98526 -1.65917 2.18534 -0.26 -0.06 0.22 0.00
H -2.50430 -2.11323 0.53516 -0.47 -0.93 -0.66 0.00
H 0.10693 0.74478 2.68258 -1.29 -0.26 -0.44 0.00
```
Forces are in eV/Å.


# 4
The following is a quantum chemistry calculation of a cluster of 2 separate species, C4H10NO2 in total, from OMol25.

Summary:
Gap between HOMO and LUMO = 7.795 eV
LUMO energy = 4.201 eV
Charge = -1

Structure (XYZ):
```
17
Properties=species:S:1:pos:R:3:forces:R:3:mulliken_charge:R:1
C -1.56575 -0.95272 2.21209 -0.16 -0.08 0.23 -0.09
N -0.99775 -1.81770 1.38342 -0.27 -0.11 0.13 -0.25
O -1.65198 0.26311 2.08486 0.03 0.14 0.03 -0.60
H -2.00428 -1.43658 3.12023 -0.02 0.04 -0.03 0.28
H -0.42207 -1.53298 0.43000 0.49 0.28 -0.45 0.37
H -1.10447 -2.77801 1.66631 0.11 -0.03 -0.03 0.17
C -0.14514 -0.14098 -1.35095 0.03 0.01 0.00 -0.42
O 0.36462 -1.18699 -0.63094 -0.13 -0.21 0.08 -0.86
C 0.87530 0.99332 -1.55647 -0.05 -0.10 0.08 -0.39
C 1.42001 1.49276 -0.22800 -0.16 -0.11 0.19 -1.00
H -1.03118 0.31763 -0.86050 -0.03 -0.02 0.01 0.21
H -0.48279 -0.45020 -2.36611 -0.06 0.03 -0.01 0.21
H 0.39669 1.81815 -2.10079 0.03 -0.02 -0.08 0.28
H 1.69379 0.60384 -2.17220 0.02 0.06 -0.03 0.28
H 2.15057 2.28925 -0.34663 0.10 0.25 -0.06 0.35
H 1.90168 0.67398 0.30296 -0.03 -0.11 0.01 0.24
H 0.60275 1.84410 0.41272 0.08 0.01 -0.07 0.24
```
Forces are in eV/Å.


# 5
The following is a quantum chemistry calculation of the molecule C5H8N2, from OMol25.

Summary:
Gap between HOMO and LUMO (spin up / spin down) = 7.771 / 7.774 eV
LUMO energy (spin up / spin down) = 0.746 / 0.748 eV

Structure (XYZ):
```
15
Properties=species:S:1:pos:R:3:forces:R:3:mulliken_charge:R:1
C -0.73723 1.92189 -0.21855 0.06 0.05 -0.07 -1.34
C -0.31636 0.48196 -0.22692 -0.19 0.04 0.00 -0.15
C 0.15144 -0.40969 0.93547 0.08 -0.04 0.23 0.66
C 1.42913 -1.21751 0.91148 0.05 0.34 -0.38 -0.82
N 2.10896 -0.97536 -0.18621 0.02 -0.11 0.14 -0.11
C -0.91531 -1.37437 0.43468 0.12 -0.18 -0.10 -0.58
N -1.20054 -0.51014 -0.56175 0.02 0.00 -0.05 0.05
H -1.53157 2.13530 0.51655 0.12 -0.08 -0.05 0.32
H 0.10578 2.58338 0.00570 -0.11 -0.14 -0.06 0.28
H -1.12749 2.20567 -1.20429 0.07 -0.01 0.13 0.35
H -0.04724 0.01146 1.92653 0.06 0.04 -0.17 0.40
H 1.78600 -0.31736 -0.90289 0.00 0.01 0.17 0.24
H 2.94959 -1.50219 -0.38548 -0.16 0.06 0.07 0.24
H -0.79538 -2.44275 0.28536 -0.20 -0.04 -0.02 0.27
H -1.85977 -0.59030 -1.32968 0.06 0.07 0.14 0.18
```
Forces are in eV/Å.


# 6
The following is a quantum chemistry calculation of the molecule C6H16N2 at a distorted geometry, from OMol25.

Summary:
Gap between HOMO and LUMO = 9.688 eV
LUMO energy = 1.104 eV
SMILES string = CCCN(C)CCN

Structure (XYZ):
```
24
Properties=species:S:1:pos:R:3:forces:R:3:mulliken_charge:R:1
C -1.18455 -1.92026 0.48639 0.10 1.21 -0.26 -0.36
C -0.94635 -3.23180 1.18106 -1.09 -0.85 0.43 -1.29
C 0.10261 -1.10239 0.27534 -0.81 -0.41 0.49 -0.62
N -0.17892 0.21818 -0.25050 1.20 0.67 -0.59 0.04
C -0.57883 0.14934 -1.67319 -0.99 0.98 1.55 -1.21
C 1.03474 1.10079 -0.14791 -1.55 -0.28 -0.13 -0.68
C 0.58008 2.56804 -0.02814 -0.35 -1.37 1.01 -0.41
N 1.71495 3.44122 0.08492 0.50 0.81 -0.54 -0.58
H -1.61507 -2.00592 -0.51214 -0.14 -0.68 0.00 0.26
H -1.94193 -1.32849 1.01578 0.40 0.12 0.19 0.34
H -1.89399 -3.61568 1.59073 -0.02 -0.08 -0.57 0.35
H -0.38178 -3.19597 2.11466 0.65 0.39 -0.37 0.34
H -0.55714 -3.98189 0.49295 0.25 -0.07 0.25 0.34
H 0.58044 -0.97327 1.24694 0.19 -0.08 -0.02 0.42
H 0.75320 -1.71795 -0.37719 0.19 0.27 0.08 0.22
H 0.09718 -0.50413 -2.22259 -0.29 -0.16 -0.45 0.40
H -1.65366 -0.05885 -1.67139 0.29 -0.96 -0.48 0.39
H -0.61783 1.16521 -2.06431 0.64 -0.01 -0.26 0.36
H 1.59387 0.76824 0.72291 0.24 0.22 0.04 0.42
H 1.62481 0.98160 -1.05842 0.45 0.04 0.07 0.25
H -0.11300 2.63214 0.82783 0.12 -0.09 -0.08 0.26
H -0.05054 2.75113 -0.89375 0.31 0.56 -0.25 0.35
H 1.47106 4.39509 -0.13525 0.01 0.09 -0.06 0.22
H 2.16065 3.46561 0.99526 -0.29 -0.33 -0.04 0.21
```
Forces are in eV/Å.


# 7
The following is a quantum chemistry calculation of a structure of composition C39H47N2OSSiTi, from OMol25.

Summary:
Gap between HOMO and LUMO = 8.404 eV
LUMO energy = -2.824 eV
Charge = +1

Structure (XYZ):
```
92
Properties=species:S:1:pos:R:3:forces:R:3:mulliken_charge:R:1
Ti 0.67518 -0.74979 -0.72841 -0.18 -0.27 0.42 0.03
C 4.01144 0.93086 -0.32206 0.00 -0.01 0.00 -1.18
C 3.58981 -0.48304 -0.59669 0.02 0.01 -0.01 1.27
C 3.90117 -1.50743 0.30374 0.01 0.00 0.00 -0.44
C 3.63810 -2.83313 -0.00260 0.00 0.00 0.01 -0.81
C 3.01993 -3.17783 -1.20086 -0.01 -0.02 -0.01 -0.47
C 2.67078 -2.18113 -2.09679 -0.04 0.06 -0.02 -0.13
C 2.95685 -0.84065 -1.79737 -0.04 0.11 0.02 -1.05
H 5.01649 1.08752 -0.72102 0.00 -0.01 0.00 0.49
H 4.03710 1.13626 0.74718 0.00 0.00 0.00 0.14
H 3.35175 1.65465 -0.79937 0.00 0.00 0.00 0.07
H 4.38576 -1.25193 1.23856 -0.01 0.00 0.00 0.47
H 3.91460 -3.60890 0.70039 0.00 0.00 0.00 0.45
H 2.81841 -4.21518 -1.43244 -0.01 0.00 0.00 0.43
H 2.19315 -2.42402 -3.03748 0.01 0.00 0.00 0.44
H 2.75250 -0.07459 -2.54043 0.01 0.00 0.00 0.59
C -2.79352 -1.16825 -2.37920 0.05 -0.06 0.02 -1.19
C -1.47912 -0.67187 -2.97798 0.10 0.21 -0.09 1.33
C -1.63201 0.79072 -3.40106 0.04 0.00 0.03 -1.39
C -1.09623 -1.52524 -4.18818 0.01 0.01 0.00 -1.51
N -0.42064 -0.77772 -1.99041 -0.09 -0.22 0.22 0.13
H -3.03915 -0.58635 -1.48965 -0.03 0.03 -0.01 0.19
H -2.71750 -2.22527 -2.11433 -0.02 0.01 0.04 0.05
H -3.60208 -1.05355 -3.10271 -0.01 0.00 0.00 0.59
H -1.86243 1.41713 -2.53729 0.00 0.00 0.00 0.16
H -2.43534 0.89216 -4.13222 -0.01 0.00 -0.01 0.51
H -0.70944 1.15886 -3.85140 -0.01 0.01 0.00 0.28
H -1.85684 -1.44627 -4.96663 0.00 -0.01 -0.01 0.44
H -1.00152 -2.57396 -3.90291 0.00 -0.01 0.00 0.10
H -0.14458 -1.18757 -4.60236 -0.01 0.00 -0.01 0.35
C -2.26320 2.49054 0.60381 0.02 -0.03 0.01 -1.72
C -1.16572 2.60173 1.66926 -0.05 0.00 -0.01 2.33
C -1.42649 1.56114 2.76605 0.03 0.03 0.03 -1.69
C -1.17597 4.00186 2.29167 -0.01 -0.01 -0.03 -1.78
Si 0.49491 2.20428 0.88036 0.04 0.11 0.02 -0.64
O 0.50723 0.60355 0.49315 0.14 0.02 -0.54 0.74
C 0.81437 3.17797 -0.69610 -0.01 0.02 0.03 1.05
C 0.83124 4.57707 -0.72904 0.00 -0.01 -0.01 -0.76
C 1.10218 5.26974 -1.90052 0.00 0.00 0.00 -0.80
C 1.36547 4.57811 -3.07504 0.00 0.00 0.00 -0.93
C 1.34995 3.19167 -3.07152 0.00 0.01 0.01 -1.26
C 1.07450 2.51240 -1.89378 -0.01 0.00 0.05 -0.14
C 1.93149 2.43013 2.06158 0.00 0.00 0.03 0.50
C 2.22130 1.40940 2.97388 0.00 0.00 -0.01 0.11
C 3.32127 1.48638 3.81652 -0.01 0.00 0.00 -0.91
C 4.15854 2.59328 3.76224 0.00 0.01 -0.02 -0.59
C 3.88627 3.61956 2.86880 -0.01 -0.01 0.00 -0.72
C 2.78368 3.53550 2.02783 0.00 -0.03 0.02 -0.11
H -3.24532 2.66739 1.05510 0.00 0.00 0.00 0.56
H -2.27801 1.49236 0.15354 0.00 0.00 -0.01 0.15
H -2.12751 3.21978 -0.19816 0.00 0.00 0.00 0.32
H -2.40613 1.74084 3.22181 0.01 0.00 0.00 0.59
H -0.67875 1.61663 3.56207 -0.01 0.00 0.00 0.30
H -1.42423 0.54584 2.36176 0.00 -0.01 0.01 -0.01
H -2.13476 4.18194 2.78817 0.00 -0.01 0.01 0.47
H -1.05287 4.78513 1.54125 -0.01 0.00 0.00 0.32
H -0.38726 4.11773 3.03856 0.00 0.00 0.00 0.35
H 0.63187 5.14421 0.17272 0.00 0.01 0.00 0.20
H 1.10828 6.35201 -1.89763 0.00 0.00 0.00 0.47
H 1.57709 5.11829 -3.98846 0.00 0.00 0.00 0.40
H 1.54433 2.64342 -3.98559 0.00 0.00 0.00 0.51
H 1.04376 1.42494 -1.92110 -0.03 0.11 -0.10 1.08
H 1.58046 0.53405 3.01706 0.01 0.00 0.00 0.24
H 3.52614 0.68763 4.51879 0.00 0.00 0.00 0.45
H 5.01883 2.65649 4.41584 0.00 0.00 0.00 0.40
H 4.53602 4.48405 2.82289 0.00 0.00 0.00 0.44
H 2.60294 4.33691 1.32112 0.01 0.00 0.00 0.27
N 0.40101 -2.29661 0.59592 0.14 -0.12 -0.04 0.35
S -0.59133 -3.35882 1.29436 -0.06 0.16 -0.05 -0.21
C -1.38644 -4.23250 -0.03241 -0.07 -0.02 0.03 0.62
C -0.84636 -4.23456 -1.30535 0.04 -0.03 -0.01 -0.01
C -1.44904 -5.01654 -2.28325 0.01 0.01 0.00 -0.80
C -2.56858 -5.77518 -1.98298 -0.01 0.00 0.01 -0.58
C -3.09521 -5.76688 -0.69609 0.01 0.01 -0.01 -0.68
C -2.50164 -4.99943 0.29038 0.00 0.02 -0.02 -0.64
C -1.94068 -2.46526 2.03181 0.07 -0.08 0.12 0.63
C -2.94246 -1.85658 1.29136 -0.02 0.05 -0.02 0.00
C -3.90511 -1.11592 1.95617 -0.01 -0.03 -0.03 -0.50
C -3.86432 -0.99819 3.34106 0.02 -0.03 0.02 -0.63
C -2.86067 -1.61723 4.07177 -0.04 0.03 -0.01 -0.58
C -1.88787 -2.35736 3.41594 -0.02 0.00 -0.02 -0.89
H 1.19566 -2.21766 1.22985 0.01 -0.07 0.00 0.04
H 0.02073 -3.63131 -1.53269 0.00 0.00 0.00 0.47
H -1.03786 -5.03064 -3.28365 0.00 0.01 -0.01 0.43
H -3.03336 -6.37895 -2.75066 0.00 0.00 0.00 0.43
H -3.96666 -6.36187 -0.45976 0.00 0.00 0.00 0.41
H -2.90556 -4.99198 1.29510 -0.01 0.00 0.00 0.50
H -2.97263 -1.96466 0.21746 0.02 0.00 -0.07 0.27
H -4.69262 -0.63313 1.39274 0.00 0.00 0.00 0.46
H -4.62255 -0.42057 3.85291 0.00 0.00 0.00 0.45
H -2.83410 -1.52672 5.14901 0.00 0.00 0.00 0.44
H -1.10087 -2.84991 3.97411 0.00 0.00 -0.01 0.46
```
Forces are in eV/Å.


# 8
The following is a quantum chemistry calculation of the molecule C2H3FO2S at a distorted geometry, from OMol25.

Summary:
Gap between HOMO and LUMO = 9.785 eV
LUMO energy = 0.206 eV
SMILES string = O=CCOSF

Structure (XYZ):
```
9
Properties=species:S:1:pos:R:3:forces:R:3:mulliken_charge:R:1
C 0.37840 -0.32033 -0.18535 -0.10 -2.39 0.27 -0.34
C 1.10394 0.92224 0.19169 -0.60 -0.33 0.36 0.20
O -0.86529 -0.20643 -0.84128 -0.51 1.08 -0.10 -0.28
O 0.69825 2.04930 0.25035 0.40 -0.48 -0.06 -0.45
F -2.70293 -1.33979 0.34119 0.42 1.65 0.04 -0.28
S -2.10165 0.23688 0.13651 0.06 -2.15 -0.51 0.30
H 1.19751 -0.74430 -0.86228 -1.63 -0.11 0.25 0.27
H 0.17564 -1.10132 0.65195 1.12 1.49 -0.88 0.32
H 2.11614 0.50374 0.31721 0.85 1.24 0.64 0.27
```
Forces are in eV/Å.


Repeat the fourth record exactly.
The following is a quantum chemistry calculation of a cluster of 2 separate species, C4H10NO2 in total, from OMol25.

Summary:
Gap between HOMO and LUMO = 7.795 eV
LUMO energy = 4.201 eV
Charge = -1

Structure (XYZ):
```
17
Properties=species:S:1:pos:R:3:forces:R:3:mulliken_charge:R:1
C -1.56575 -0.95272 2.21209 -0.16 -0.08 0.23 -0.09
N -0.99775 -1.81770 1.38342 -0.27 -0.11 0.13 -0.25
O -1.65198 0.26311 2.08486 0.03 0.14 0.03 -0.60
H -2.00428 -1.43658 3.12023 -0.02 0.04 -0.03 0.28
H -0.42207 -1.53298 0.43000 0.49 0.28 -0.45 0.37
H -1.10447 -2.77801 1.66631 0.11 -0.03 -0.03 0.17
C -0.14514 -0.14098 -1.35095 0.03 0.01 0.00 -0.42
O 0.36462 -1.18699 -0.63094 -0.13 -0.21 0.08 -0.86
C 0.87530 0.99332 -1.55647 -0.05 -0.10 0.08 -0.39
C 1.42001 1.49276 -0.22800 -0.16 -0.11 0.19 -1.00
H -1.03118 0.31763 -0.86050 -0.03 -0.02 0.01 0.21
H -0.48279 -0.45020 -2.36611 -0.06 0.03 -0.01 0.21
H 0.39669 1.81815 -2.10079 0.03 -0.02 -0.08 0.28
H 1.69379 0.60384 -2.17220 0.02 0.06 -0.03 0.28
H 2.15057 2.28925 -0.34663 0.10 0.25 -0.06 0.35
H 1.90168 0.67398 0.30296 -0.03 -0.11 0.01 0.24
H 0.60275 1.84410 0.41272 0.08 0.01 -0.07 0.24
```
Forces are in eV/Å.